# 1
# C6H10

One molecule with the formula C6H10 in a non-equilibrium geometry (ωB97M-V with the def2-TZVPD basis set, the Open Molecules 2025 dataset).

The spin multiplicity is 1. The value obtained for the relative energy (zero: lowest compared OMol25 entry of this formula, charge and spin) is 3.3629 eV. The HOMO energy (alpha / beta) is -7.79 / -8.02 eV. The value obtained for the maximum force is 1.3 eV/A.

Each line ends with the Mulliken charge.
Element x y z (Å)
C 0.963 -0.611 -0.672  -0.66
C 0.489 -0.483 0.773  0.06
C 0.958 0.877 1.047  -0.87
C 0.116 0.510 -1.153  -0.51
C -1.294 0.308 -0.708  -0.42
C -1.067 -0.453 0.613  -0.86
H 0.750 -1.611 -1.060  0.31
H 2.033 -0.404 -0.803  0.31
H 0.775 -1.258 1.497  0.43
H 1.735 1.361 0.491  0.30
H 0.915 1.228 2.090  0.28
H 0.337 1.026 -2.094  0.34
H -1.891 -0.314 -1.398  0.24
H -1.824 1.262 -0.628  0.31
H -1.437 -1.482 0.550  0.37
H -1.558 0.044 1.455  0.35

# 2
# C16H22F7N2O5PS

A 3-piece molecular cluster, C16H22F7N2O5PS overall in a non-equilibrium geometry (ωB97M-V with the def2-TZVPD basis set, the Open Molecules 2025 dataset).

The spin multiplicity is 1. The HOMO energy is -9.55 eV. The value obtained for the maximum force is 3.0 eV/A.

Each line ends with the Mulliken charge.
Element x y z (Å)
C 6.709 -1.889 0.722  -1.29
C 5.321 -2.518 0.467  -0.77
C 4.374 -2.343 1.636  -0.40
O 3.625 -3.498 2.095  -0.43
C 2.877 -2.999 3.118  0.46
O 2.368 -3.648 4.008  -0.56
O 2.768 -1.607 2.979  -0.43
C 3.273 -1.300 1.682  1.22
C 2.228 -1.271 0.552  0.72
F 1.830 -0.024 0.327  -0.32
F 2.802 -1.677 -0.579  -0.34
C 0.958 -2.131 0.729  0.31
F 0.287 -1.999 -0.414  -0.33
F 1.260 -3.407 0.836  -0.24
C -0.020 -1.707 1.892  0.81
F -1.254 -1.648 1.411  -0.26
F -0.016 -2.643 2.815  -0.25
F 0.267 -0.541 2.406  -0.24
P 4.052 0.406 1.914  0.34
O 4.552 0.876 0.501  -0.56
O 5.403 0.205 2.740  -0.53
S 2.923 1.659 2.850  -0.34
H 7.440 -2.497 0.216  0.44
H 6.739 -0.895 0.306  0.30
H 6.955 -1.839 1.773  0.30
H 5.493 -3.579 0.363  0.54
H 4.961 -2.110 -0.463  0.25
H 5.020 -2.162 2.486  0.85
H 4.297 1.798 0.386  0.34
H 5.141 0.190 3.670  0.39
C -3.760 0.303 -0.284  -0.91
C -4.658 0.361 0.947  -0.43
C -5.816 1.354 0.801  -0.44
C -5.353 2.736 0.685  0.24
N -4.989 3.820 0.585  -0.46
H -3.269 1.262 -0.461  0.23
H -2.982 -0.447 -0.148  0.16
H -4.327 0.039 -1.178  0.36
H -4.060 0.615 1.823  0.31
H -5.079 -0.630 1.127  0.34
H -6.472 1.281 1.670  0.31
H -6.419 1.103 -0.073  0.29
C -3.703 3.543 -2.906  -0.81
C -3.361 3.361 -4.380  -0.48
C -4.208 2.276 -5.053  -0.46
C -3.956 0.951 -4.491  0.29
N -3.764 -0.089 -4.044  -0.43
H -3.491 2.636 -2.340  0.02
H -3.114 4.349 -2.471  0.37
H -4.758 3.791 -2.772  0.32
H -2.301 3.121 -4.483  0.30
H -3.526 4.302 -4.908  0.31
H -3.990 2.249 -6.121  0.30
H -5.269 2.513 -4.952  0.28

# 3
# C32H48ClO20

A 9-piece molecular cluster, C32H48ClO20 overall in a non-equilibrium geometry (ωB97M-V with the def2-TZVPD basis set, the Open Molecules 2025 dataset).

As for the charge: -1. The spin multiplicity is 1. The value obtained for the relative energy (zero: lowest compared OMol25 entry of this formula, charge and spin) is 5.2700 eV. The HOMO energy is -6.90 eV. The value obtained for the maximum force is 8.3 eV/A.

Each line ends with the Mulliken charge.
Element x y z (Å)
Cl 0.109 -1.403 0.941  1.41
O 0.439 -2.667 0.396  -0.61
O -0.948 -0.898 0.089  -0.61
O -0.265 -1.559 2.361  -0.65
O 1.053 -0.300 0.853  -0.57
O -4.979 0.465 4.850  -0.66
C -3.934 0.191 5.417  0.60
O -3.564 0.797 6.465  -0.31
C -2.590 0.061 7.120  -0.38
C -2.423 -1.279 6.324  -0.58
C -2.957 -0.893 4.952  -0.23
H -2.730 -0.306 8.137  0.30
H -1.677 0.652 7.044  0.28
H -3.219 -1.955 6.634  0.27
H -1.469 -1.762 6.536  0.41
H -3.714 -1.495 4.449  0.23
H -2.229 -0.488 4.250  0.06
O -5.133 2.906 -2.538  -0.66
C -4.749 2.493 -1.429  0.60
O -4.992 1.246 -1.042  -0.36
C -4.203 0.834 0.086  0.20
C -3.905 2.162 0.754  -0.02
C -4.163 3.242 -0.230  -0.44
H -3.274 0.395 -0.278  -0.27
H -4.730 0.028 0.596  0.33
H -2.854 2.269 1.024  -0.17
H -4.741 2.248 1.448  0.36
H -3.365 3.862 -0.640  0.19
H -4.894 3.909 0.227  0.33
O -1.282 -3.071 -5.811  -0.58
C -1.538 -3.776 -4.832  0.44
O -0.858 -3.595 -3.690  -0.06
C -1.236 -4.338 -2.584  -0.24
C -2.568 -5.049 -3.063  -0.62
C -2.636 -4.765 -4.602  -0.63
H -1.234 -3.728 -1.681  0.20
H -0.455 -5.098 -2.555  0.21
H -3.446 -4.565 -2.634  0.29
H -2.592 -6.133 -2.956  0.35
H -3.561 -4.514 -5.121  0.36
H -2.249 -5.644 -5.118  0.26
O 3.153 1.295 6.328  -0.66
C 2.374 1.676 5.443  0.51
O 1.671 2.830 5.440  -0.38
C 0.753 2.885 4.393  -0.56
C 0.720 1.557 3.613  1.51
C 1.822 0.777 4.373  0.07
H 1.141 3.721 3.812  0.25
H -0.199 3.247 4.781  0.32
H 1.000 1.881 2.611  -0.97
H -0.316 1.285 3.818  -0.24
H 2.673 0.684 3.699  -0.18
H 1.498 -0.130 4.884  0.29
O 1.650 -2.379 -6.071  -0.60
C 2.148 -2.507 -4.960  0.45
O 2.026 -1.550 -4.105  -0.28
C 2.114 -1.939 -2.787  0.24
C 2.641 -3.383 -2.843  -0.49
C 2.793 -3.700 -4.332  -0.44
H 1.158 -1.857 -2.270  -0.26
H 2.691 -1.182 -2.255  0.31
H 1.971 -4.078 -2.338  0.18
H 3.627 -3.508 -2.395  0.34
H 2.416 -4.706 -4.514  0.22
H 3.852 -3.728 -4.588  0.34
O -0.871 3.939 -1.755  -0.68
C 0.271 3.699 -1.252  0.34
O 1.304 4.216 -1.730  -0.29
C 2.493 3.742 -1.156  -0.55
C 1.913 3.249 0.153  -0.03
C 0.552 2.677 -0.183  0.43
H 3.277 4.464 -0.926  0.38
H 3.063 2.972 -1.675  0.26
H 1.596 3.961 0.915  0.28
H 2.602 2.571 0.655  -0.14
H -0.221 2.790 0.578  0.04
H 0.683 1.693 -0.633  -0.10
O -0.371 -0.158 -6.011  -0.53
C -1.026 0.372 -5.135  0.25
O -2.395 0.548 -5.287  -0.41
C -3.024 1.114 -4.097  -0.51
C -1.926 0.801 -3.033  0.83
C -0.597 0.980 -3.710  -0.16
H -3.934 0.523 -3.996  0.29
H -3.251 2.148 -4.357  0.25
H -2.279 -0.060 -2.465  0.06
H -1.967 1.631 -2.328  -0.47
H 0.298 0.495 -3.320  -0.02
H -0.366 2.040 -3.808  0.36
O 4.946 2.357 2.704  -0.64
C 5.402 1.461 1.984  0.37
O 6.616 0.994 2.194  -0.39
C 6.909 -0.188 1.338  -0.51
C 5.494 -0.561 0.851  -0.63
C 4.743 0.783 0.908  1.16
H 7.547 -0.929 1.820  0.34
H 7.504 0.171 0.499  0.27
H 4.969 -1.332 1.415  0.32
H 5.729 -1.010 -0.114  0.26
H 3.656 0.726 0.970  -0.49
H 5.035 1.451 0.099  0.07

# 4
# C38H59OP2SiV

C38H59OP2SiV as an isolated structure (ωB97M-V with the def2-TZVPD basis set, the Open Molecules 2025 dataset).

As for the charge: +1. The spin multiplicity is 2. The HOMO energy (alpha / beta) is -10.06 / -9.45 eV. The value obtained for the maximum force is 0.6 eV/A.

Each line ends with the Mulliken charge.
Element x y z (Å)
V -0.610 0.492 0.545  -0.12
C 2.973 -1.016 -0.200  -1.57
Si 1.870 0.471 0.223  0.92
C 2.382 1.176 1.943  -0.10
C 3.510 1.989 2.077  -0.38
C 3.843 2.578 3.287  -1.06
C 3.048 2.368 4.406  -1.10
C 1.931 1.554 4.309  -0.63
C 1.595 0.960 3.091  1.44
P 0.155 -0.119 2.829  -0.11
C 0.377 -1.838 3.503  0.58
C 1.339 -2.701 2.674  -1.33
C 2.806 -2.475 3.035  -0.07
C 3.029 -2.720 4.525  -1.38
C 2.141 -1.802 5.361  -0.14
C 0.665 -1.981 5.005  -1.30
C -1.387 0.426 3.730  0.64
C -1.347 1.127 5.100  -1.35
C -1.308 2.644 4.937  -0.29
C -2.645 3.136 4.366  -0.63
C -3.226 2.150 3.335  -1.29
C -2.137 1.293 2.691  0.76
C 2.501 1.836 -0.937  -0.50
C 3.752 1.878 -1.554  -0.42
C 4.152 2.992 -2.280  -0.81
C 3.310 4.091 -2.390  -0.98
C 2.056 4.066 -1.800  -0.51
C 1.645 2.934 -1.097  0.61
P -0.027 2.707 -0.410  0.93
C -0.442 4.387 0.242  0.07
C 0.631 4.771 1.275  -0.38
C 0.386 6.177 1.820  -1.27
C -1.011 6.308 2.420  -0.43
C -2.083 5.900 1.411  -1.31
C -1.828 4.487 0.885  0.23
C -1.015 2.350 -1.944  -0.15
C -2.341 1.674 -1.551  0.20
C -3.285 1.622 -2.751  -1.20
C -3.719 3.044 -3.145  -0.91
C -2.631 4.092 -2.843  -0.22
C -1.234 3.487 -2.963  -1.10
H 4.017 -0.789 0.039  0.33
H 2.917 -1.210 -1.274  0.47
H 2.717 -1.939 0.316  0.41
H 4.133 2.180 1.211  0.46
H 4.721 3.209 3.360  0.43
H 3.299 2.830 5.351  0.47
H 1.334 1.380 5.190  0.47
H -0.640 -2.226 3.335  0.79
H 1.171 -2.529 1.606  0.32
H 1.094 -3.751 2.869  0.64
H 3.105 -1.454 2.778  -0.04
H 3.431 -3.144 2.441  0.55
H 4.077 -2.559 4.781  0.50
H 2.802 -3.766 4.757  0.37
H 2.449 -0.768 5.193  -0.01
H 2.279 -2.003 6.425  0.47
H 0.038 -1.299 5.584  0.28
H 0.364 -2.994 5.292  0.49
H -1.940 -0.510 3.853  0.80
H -0.523 0.761 5.707  0.42
H -2.255 0.864 5.651  0.57
H -0.483 2.923 4.273  -0.23
H -1.109 3.126 5.894  0.66
H -2.512 4.120 3.915  0.03
H -3.367 3.268 5.174  0.49
H -3.799 2.682 2.573  0.42
H -3.926 1.467 3.824  0.54
H -1.417 1.970 2.184  -0.73
H -2.600 0.651 1.928  -0.33
H 4.431 1.038 -1.460  0.41
H 5.126 3.011 -2.751  0.45
H 3.630 4.965 -2.943  0.45
H 1.411 4.932 -1.893  0.35
H -0.392 5.096 -0.593  1.17
H 1.628 4.709 0.836  0.66
H 0.611 4.042 2.098  -0.32
H 0.501 6.899 1.005  0.38
H 1.144 6.423 2.566  0.45
H -1.183 7.329 2.763  0.47
H -1.080 5.664 3.304  0.08
H -2.083 6.605 0.573  0.45
H -3.076 5.953 1.865  0.42
H -2.619 4.188 0.197  0.21
H -1.865 3.796 1.730  -0.97
H -0.385 1.593 -2.421  0.46
H -2.835 2.205 -0.731  0.10
H -2.143 0.639 -1.211  -0.13
H -4.160 1.007 -2.535  0.45
H -2.760 1.140 -3.580  0.38
H -4.634 3.308 -2.612  0.36
H -3.965 3.060 -4.207  0.35
H -2.767 4.496 -1.839  -0.18
H -2.729 4.939 -3.523  0.56
H -0.464 4.253 -2.865  0.24
H -1.116 3.078 -3.970  0.61
C -2.788 -1.978 0.172  -0.90
O -1.476 -1.398 0.328  -0.57
H -3.535 -1.369 0.680  0.27
H -2.793 -2.986 0.577  0.44
H -3.005 -2.017 -0.892  0.27
H -0.963 -1.790 1.050  0.24